C42H49BN6PtS3 | wB97M-V/def2-TZVPD

Output
HOMO-LUMO gap (alpha / beta), eV: 4.666 / 6.972
LUMO (alpha / beta), eV: -0.439 / -0.556
HOMO energy (alpha / beta), eV: -5.105 / -7.528
Net charge: 0
<S²>: 2.055
Multiplicity: 3
Energy relative to the best compared isomer or geometry (same formula, charge and spin), eV: 0.320
Molecular weight, g/mol: 940.0

Positions of all 102 atoms, in Å:
Pt 1.7400 -9.3819 19.1550
C 4.6507 -12.2826 22.5358
C 3.8245 -12.7998 21.3975
C 3.7122 -14.1047 21.0915
C 2.7304 -14.4859 20.0368
N 2.0572 -13.6060 19.3991
N 2.2100 -12.2693 19.7116
B 1.4434 -11.5249 18.6837
N 1.8545 -11.8565 17.2447
N 0.9555 -12.6341 16.5842
C 1.1526 -12.8250 15.3003
C 2.2851 -12.2803 14.6661
C 3.0595 -11.2973 15.2945
C 4.2134 -10.6881 14.6392
C 2.8014 -11.0718 16.6256
S 3.5131 -9.7879 17.5711
C 0.0852 -13.6846 14.5490
C 0.4242 -14.0801 13.1325
C -0.0671 -14.9813 15.3121
C -1.1829 -12.8461 14.4698
N -0.1029 -11.5496 18.7259
N -0.6691 -12.5924 19.3617
C -1.9850 -12.7540 19.2771
C -2.7375 -11.9220 18.3826
C -2.1611 -10.8339 17.8255
C -3.0181 -9.7870 17.0909
C -0.7857 -10.6792 18.0183
S 0.0536 -9.2396 17.5242
C -2.6070 -13.7854 20.1608
C -1.7642 -15.0551 20.1742
C -2.5258 -13.1857 21.5749
C -4.0525 -14.0904 19.8710
C 3.0850 -11.7867 20.5831
S 3.3179 -10.0504 20.8015
C 2.5126 -15.9449 19.6491
C 3.8448 -16.6784 19.4534
C 1.7147 -16.5865 20.8329
C 1.7282 -16.1015 18.3662
H 5.1244 -13.0488 23.1738
H 3.9535 -11.6512 23.1372
H 5.4173 -11.6148 22.2379
H 4.3032 -14.7943 21.6048
H 2.3382 -12.4823 13.6264
H 4.0845 -10.8136 13.5794
H 5.1632 -11.1940 14.8843
H 4.4373 -9.6799 14.9715
H 1.1830 -14.8604 13.0445
H 0.7003 -13.2154 12.5051
H -0.5084 -14.5446 12.7325
H 0.9470 -15.4695 15.4600
H -0.8053 -15.6761 14.8510
H -0.3411 -14.8071 16.3462
H -1.0806 -12.0443 13.7388
H -1.3782 -12.3863 15.3751
H -1.9991 -13.5010 14.2774
H -3.8309 -12.0883 18.1459
H -4.0158 -10.1949 16.8812
H -2.4861 -9.5556 16.1551
H -3.0416 -8.8973 17.6434
H -0.6950 -14.9338 20.3916
H -1.8311 -15.6005 19.2551
H -2.2111 -15.5785 21.0360
H -1.4937 -12.9078 21.8307
H -2.8762 -13.9797 22.3112
H -3.1815 -12.3199 21.7149
H -4.1529 -14.6472 18.9187
H -4.6726 -13.1725 19.8226
H -4.4915 -14.7290 20.6634
H 4.5178 -16.4914 20.2440
H 4.2260 -16.4356 18.3974
H 3.5849 -17.7518 19.4949
H 2.1947 -16.4791 21.8196
H 1.4799 -17.6210 20.6071
H 0.7737 -16.0319 20.9123
H 2.1737 -15.4813 17.5816
H 0.7203 -15.7479 18.5702
H 1.7781 -17.1317 18.0515
C 0.3460 -9.0527 20.5051
C -0.4020 -9.0131 21.5125
C -1.0369 -8.8197 22.7316
C -2.3588 -9.5353 22.9870
C -2.5150 -10.1954 24.1752
C -3.7214 -10.7048 24.5126
C -4.8021 -10.6316 23.6329
C -4.6198 -9.9757 22.4078
C -3.3885 -9.4371 22.0659
C -0.6083 -7.7905 23.6164
C 0.6825 -7.3370 23.4703
C 1.1475 -6.2203 24.1910
C 0.2405 -5.5378 25.0114
C -1.0212 -6.0884 25.2067
C -1.4505 -7.1219 24.4641
H -1.6931 -10.1379 24.7998
H -3.9932 -11.0829 25.4902
H -5.7111 -11.0618 23.9763
H -5.4785 -10.0033 21.7997
H -3.2057 -8.9538 21.1692
H 1.3413 -7.8679 22.8114
H 2.1374 -5.8072 24.1025
H 0.5505 -4.7069 25.5800
H -1.6323 -5.5986 25.9276
H -2.5081 -7.4445 24.7356

Atoms 1-6, force components in eV/Å:
0.6 -1.2 -0.8
-1.1 -0.1 0.9
0.1 1.3 -0.4
-2.3 1.1 -1.9
1.7 -0.3 0.8
-0.1 0.6 0.4

C42H49F2N6 | wB97M-V/def2-TZVPD

Output
HOMO-LUMO gap, eV: 7.671
LUMO, eV: -3.493
HOMO energy, eV: -11.164
Net charge: +1
Molecular weight, g/mol: 675.9

Positions of all 99 atoms, in Å:
C -0.0523 1.9163 2.7854
C 0.2498 3.0144 1.7644
C -0.2692 2.6550 0.3936
F -0.3714 3.7160 -0.4337
N 0.5402 1.6111 -0.2536
C 0.2650 0.3722 -0.0862
C 1.2682 -0.4936 -0.7223
C 2.4940 0.4606 -0.6447
C 3.7730 0.0477 -1.3224
C 4.1653 -1.3487 -0.8912
C 4.0736 -2.3781 -1.8376
C 4.3677 -3.6916 -1.4921
C 4.7712 -3.9925 -0.1910
C 4.8889 -2.9700 0.7450
C 4.5969 -1.6412 0.4148
C 4.7921 -0.6048 1.4948
C 1.7497 1.7087 -1.1485
C 2.4920 2.9957 -1.3766
C 3.0186 3.7366 -0.1678
F 1.7225 3.8313 -2.1542
H 0.5185 1.0240 2.5349
H -1.1170 1.7151 2.8513
H 0.3129 2.2342 3.7553
H 1.3270 3.1543 1.7573
H -0.1986 3.9497 2.0816
H -1.2660 2.2313 0.5172
H -0.5701 0.0003 0.4868
H 1.0276 -0.6702 -1.7737
H 1.3857 -1.4843 -0.2942
H 2.5849 0.6190 0.4303
H 4.5625 0.7275 -0.9996
H 3.6826 0.1174 -2.4018
H 3.7673 -2.1104 -2.8381
H 4.2890 -4.4618 -2.2462
H 4.9947 -5.0033 0.1092
H 5.2246 -3.2142 1.7406
H 5.6987 -0.7877 2.0570
H 3.9625 -0.6674 2.2022
H 4.7894 0.4104 1.1166
H 1.3306 1.4217 -2.1178
H 3.3442 2.7067 -1.9925
H 3.5244 3.0628 0.5151
H 2.2072 4.2772 0.3101
H 3.7182 4.4889 -0.5147
N 0.1817 0.2832 -3.9481
C -0.5819 1.3781 -3.9954
C -1.4155 1.6876 -5.0561
C -1.4600 0.8174 -6.1325
C -0.6710 -0.3210 -6.1041
C 0.1282 -0.5421 -4.9952
H -0.5187 2.0382 -3.1343
H -2.0168 2.5858 -5.0376
H -2.1002 1.0229 -6.9798
H -0.6746 -1.0250 -6.9243
H 0.7596 -1.4220 -4.9344
N 3.1545 -4.7979 -4.6692
C 3.6177 -4.9936 -5.9023
C 2.8743 -4.7561 -7.0491
C 1.5760 -4.2956 -6.9086
C 1.0768 -4.0896 -5.6319
C 1.9050 -4.3519 -4.5515
H 4.6355 -5.3608 -5.9692
H 3.3034 -4.9326 -8.0254
H 0.9619 -4.1043 -7.7791
H 0.0651 -3.7390 -5.4755
H 1.5530 -4.2052 -3.5347
N -0.9754 2.1889 6.9093
C -0.7858 3.4921 7.1097
C -1.7005 4.4676 6.7405
C -2.8769 4.0685 6.1262
C -3.0897 2.7162 5.9088
C -2.1124 1.8217 6.3200
H 0.1462 3.7625 7.5938
H -1.4956 5.5116 6.9337
H -3.6170 4.7990 5.8254
H -3.9939 2.3593 5.4346
H -2.2372 0.7560 6.1728
N -4.7886 -0.2634 -3.5832
C -3.7864 0.3256 -2.9367
C -3.9579 1.3645 -2.0344
C -5.2442 1.8197 -1.7896
C -6.2989 1.2171 -2.4540
C -6.0183 0.1830 -3.3362
H -2.7972 -0.0588 -3.1617
H -3.1031 1.8092 -1.5394
H -5.4216 2.6305 -1.0947
H -7.3182 1.5398 -2.2950
H -6.8159 -0.3158 -3.8748
N -3.0925 -2.1475 5.8742
C -4.2298 -2.8143 5.6823
C -5.1828 -3.0095 6.6702
C -4.9431 -2.4840 7.9296
C -3.7652 -1.7884 8.1482
C -2.8784 -1.6505 7.0919
H -4.3792 -3.2122 4.6845
H -6.0886 -3.5593 6.4560
H -5.6622 -2.6150 8.7277
H -3.5365 -1.3618 9.1149
H -1.9439 -1.1154 7.2204

Atoms 1-6, force components in eV/Å:
0.3 0.4 -0.3
0.4 -0.3 0.5
-0.5 0.0 0.5
0.2 0.2 -0.3
-0.4 0.1 0.2
0.1 -0.6 -0.4